[1]
81
Properties=species:S:1:pos:R:3:lowdin_spin:R:1 method="wB97M-V/def2-TZVPD" total_charge=+2 s_squared=2.01 homo_ev="-11.9 / -11.6" total_energy_ev=-67607.7960 multiplicity=3
Pd -0.445 0.321 -0.623 1.00
C -4.421 -0.564 2.108 0.00
C -3.241 0.205 1.516 0.01
C -2.374 0.807 2.616 0.00
P -2.198 -0.761 0.355 0.13
C -3.353 -1.697 -0.708 0.05
C -2.618 -2.680 -1.610 0.01
C -4.175 -0.710 -1.541 0.01
C -1.364 -2.002 1.401 0.01
C -2.035 -3.099 1.920 0.00
C -1.426 -3.933 2.854 0.00
C -0.142 -3.645 3.309 0.00
C 0.561 -2.577 2.788 0.01
C -0.011 -1.779 1.776 0.02
N 0.604 -0.730 1.152 0.26
C 1.950 -0.432 1.164 0.01
C 2.960 -1.395 1.355 0.02
C 4.293 -1.025 1.347 0.00
C 4.640 0.312 1.186 0.03
C 3.649 1.262 0.973 0.00
C 2.307 0.919 0.905 0.04
P 0.962 2.143 0.592 0.19
C 1.061 3.106 2.184 0.03
C 0.993 2.241 3.437 0.00
C 0.010 4.215 2.228 0.00
C 1.645 3.401 -0.594 0.04
C 2.598 2.881 -1.668 0.00
C 0.456 4.068 -1.291 0.01
H -4.977 0.091 2.780 0.00
H -5.124 -0.926 1.360 0.00
H -4.079 -1.411 2.705 0.00
H -3.612 1.026 0.892 0.00
H -2.052 0.042 3.327 0.00
H -1.488 1.295 2.209 0.00
H -2.945 1.554 3.169 0.00
H -4.032 -2.251 -0.054 0.01
H -1.902 -2.139 -2.242 0.01
H -2.072 -3.444 -1.056 0.00
H -3.329 -3.180 -2.269 0.00
H -3.526 -0.034 -2.106 0.01
H -4.793 -1.256 -2.254 0.00
H -4.839 -0.096 -0.934 0.00
H -3.055 -3.305 1.626 0.00
H -1.969 -4.775 3.261 0.00
H 0.303 -4.253 4.085 0.00
H 1.534 -2.335 3.188 0.00
H 2.694 -2.434 1.491 0.00
H 5.061 -1.772 1.494 0.00
H 5.678 0.611 1.225 0.00
H 3.943 2.298 0.856 0.00
H 2.056 3.563 2.142 0.01
H 0.021 1.760 3.558 0.00
H 1.763 1.469 3.456 0.00
H 1.146 2.878 4.310 0.00
H -0.999 3.811 2.123 0.00
H 0.062 4.731 3.188 0.00
H 0.155 4.966 1.453 0.00
H 2.158 4.157 0.010 0.01
H 2.157 2.046 -2.213 0.00
H 2.802 3.688 -2.373 0.00
H 3.554 2.529 -1.288 0.00
H -0.081 3.341 -1.912 0.00
H -0.277 4.489 -0.604 0.00
H 0.813 4.873 -1.934 0.00
N 2.568 -2.811 -2.248 0.00
C 1.261 -2.619 -2.982 0.00
P 1.295 -0.826 -3.335 0.00
O 2.324 -0.632 -4.407 0.00
O 1.421 -0.239 -1.962 0.02
C -0.265 -0.352 -4.190 0.01
N 0.178 0.536 -5.333 0.00
H 2.604 -2.157 -1.451 0.00
H 3.357 -2.589 -2.866 0.00
H 2.681 -3.769 -1.912 0.00
H 0.470 -2.911 -2.293 0.00
H 1.281 -3.257 -3.862 0.00
H -0.980 0.193 -3.574 0.01
H -0.758 -1.219 -4.630 0.00
H 1.186 0.287 -5.499 0.00
H 0.122 1.525 -5.087 0.00
H -0.379 0.384 -6.174 0.00

---

[2]
83
Properties=species:S:1:pos:R:3:nbo_charge:R:1 method="wB97M-V/def2-TZVPD" smiles="CCCCc1cn([C@@H](CCCCNC(=O)OC(C)(C)C)C(=O)N2CCN(C(=O)OC(C)(C)C)CC2)nn1" homo_ev=-8.9 total_energy_ev=-46889.1677 de_lowest_kcal_mol=6.57
C -4.243 3.160 -2.917 -0.60
C -2.921 2.427 -3.117 -0.40
C -1.779 3.030 -2.299 -0.39
C -1.860 2.663 -0.810 -0.45
C -1.572 1.218 -0.621 0.15
C -0.350 0.573 -0.603 -0.11
N -0.662 -0.735 -0.490 -0.17
C 0.243 -1.853 -0.454 -0.14
C 1.058 -1.943 -1.750 -0.42
C 0.392 -2.784 -2.838 -0.40
C -0.990 -2.305 -3.293 -0.42
C -1.015 -0.876 -3.846 -0.23
N -0.003 -0.632 -4.843 -0.63
C 1.037 0.203 -4.624 0.90
O 1.175 0.860 -3.617 -0.69
O 1.862 0.182 -5.685 -0.54
C 3.065 0.988 -5.696 0.27
C 3.991 0.569 -4.554 -0.64
C 2.711 2.472 -5.601 -0.64
C 3.708 0.676 -7.048 -0.61
C 1.177 -1.679 0.762 0.69
O 2.372 -1.505 0.623 -0.63
N 0.598 -1.727 1.980 -0.44
C -0.801 -1.901 2.311 -0.24
C -1.327 -0.636 3.004 -0.22
N -0.505 -0.323 4.150 -0.46
C -0.984 -0.563 5.402 0.91
O -2.136 -0.864 5.615 -0.67
O -0.029 -0.387 6.330 -0.54
C -0.346 -0.513 7.738 0.28
C -0.813 -1.934 8.051 -0.64
C 0.981 -0.218 8.439 -0.61
C -1.403 0.515 8.140 -0.65
C 0.896 -0.171 3.831 -0.22
C 1.409 -1.445 3.152 -0.24
N -1.982 -0.884 -0.434 -0.09
N -2.529 0.273 -0.512 -0.27
H -4.572 3.088 -1.884 0.20
H -5.015 2.724 -3.547 0.21
H -4.141 4.212 -3.177 0.20
H -3.049 1.380 -2.837 0.21
H -2.652 2.462 -4.176 0.20
H -0.824 2.671 -2.691 0.22
H -1.796 4.117 -2.401 0.20
H -2.855 2.882 -0.422 0.22
H -1.127 3.252 -0.254 0.22
H 0.655 0.930 -0.672 0.25
H -0.362 -2.757 -0.328 0.24
H 2.025 -2.386 -1.505 0.24
H 1.252 -0.937 -2.120 0.24
H 1.062 -2.800 -3.701 0.21
H 0.292 -3.813 -2.483 0.20
H -1.343 -2.989 -4.069 0.20
H -1.700 -2.351 -2.466 0.22
H -0.831 -0.148 -3.056 0.23
H -2.004 -0.677 -4.271 0.20
H -0.014 -1.160 -5.700 0.40
H 3.530 0.787 -3.596 0.24
H 4.929 1.112 -4.626 0.21
H 4.196 -0.498 -4.611 0.21
H 3.614 3.070 -5.694 0.21
H 2.022 2.743 -6.398 0.21
H 2.243 2.685 -4.644 0.24
H 3.029 0.943 -7.854 0.21
H 4.629 1.239 -7.159 0.21
H 3.929 -0.385 -7.120 0.21
H -1.410 -2.110 1.434 0.24
H -0.883 -2.744 3.008 0.20
H -2.350 -0.791 3.347 0.25
H -1.304 0.210 2.309 0.20
H -0.064 -2.654 7.730 0.21
H -1.747 -2.142 7.536 0.24
H -0.968 -2.040 9.121 0.21
H 0.855 -0.290 9.515 0.21
H 1.738 -0.932 8.123 0.21
H 1.322 0.782 8.188 0.21
H -2.341 0.306 7.633 0.24
H -1.072 1.516 7.870 0.21
H -1.563 0.473 9.214 0.21
H 1.457 0.030 4.741 0.24
H 1.005 0.676 3.144 0.20
H 2.443 -1.325 2.826 0.25
H 1.338 -2.289 3.847 0.19

---

[3]
78
Properties=species:S:1:pos:R:3:lowdin_spin:R:1 method="wB97M-V/def2-TZVPD" s_squared=6.01 homo_ev="-7.4 / -7.4" total_energy_ev=-64128.8767 multiplicity=5
O 0.203 -1.008 -4.874 0.00
C 0.324 0.278 -5.575 0.00
C 0.229 -0.309 -6.972 0.00
H 1.313 0.731 -5.455 0.00
H -0.497 0.947 -5.279 0.00
C 0.222 -1.650 -6.197 0.00
H 1.135 -0.136 -7.575 0.00
H -0.703 -0.046 -7.483 0.00
C 1.529 -2.377 -6.419 0.00
H 2.375 -1.690 -6.322 0.00
H 1.574 -2.756 -7.436 0.00
H 1.651 -3.234 -5.742 0.00
C -1.003 -2.486 -6.526 0.00
H -1.904 -1.868 -6.449 0.00
H -1.064 -3.372 -5.884 0.00
H -0.912 -2.816 -7.572 0.00
Pm -0.256 -0.695 1.159 4.07
C -2.567 -1.359 2.137 0.00
C -2.613 0.065 2.067 -0.01
C -2.607 0.435 0.689 0.00
H -2.679 0.745 2.907 0.00
C -2.620 -0.768 -0.081 0.00
C -2.600 -1.865 0.813 0.00
H -2.662 -2.916 0.530 0.00
H -2.552 -1.952 3.053 0.00
H -2.634 1.452 0.308 0.00
H -2.671 -0.829 -1.166 0.00
C 1.267 -2.676 1.964 0.00
C 0.185 -3.289 1.269 -0.01
C 0.318 -2.964 -0.115 -0.01
H -0.567 -3.950 1.713 0.00
C 1.468 -2.131 -0.279 -0.01
C 2.079 -1.979 1.012 0.00
H 2.994 -1.433 1.223 0.00
H 1.453 -2.744 3.044 0.00
H -0.324 -3.330 -0.923 0.00
H 1.849 -1.729 -1.223 0.00
O 1.157 1.002 -3.354 0.00
C 0.083 0.300 -2.696 0.00
C -1.158 1.195 -2.754 0.00
H 0.396 0.103 -1.662 0.00
H -0.088 -0.670 -3.150 0.00
C -0.539 2.604 -2.779 0.00
H -1.844 0.989 -1.953 0.00
H -1.706 1.023 -3.696 0.00
C 1.014 2.381 -2.912 0.00
H -0.774 3.151 -1.848 0.00
H -0.879 3.203 -3.636 0.00
H 1.460 2.556 -1.903 0.00
H 1.539 3.000 -3.674 0.00
C -1.622 0.044 5.513 0.00
Si 0.228 -0.052 5.138 0.00
C 1.046 1.060 6.452 0.00
C 0.844 -1.802 5.486 0.00
C 0.744 0.401 3.395 -0.01
Si 0.683 2.179 2.854 0.00
C 2.085 3.182 3.648 0.00
C 0.844 2.220 0.951 0.00
C -0.882 3.079 3.423 0.00
H -1.768 -0.313 6.546 0.00
H -2.232 -0.590 4.855 0.00
H -2.019 1.068 5.462 0.00
H 0.910 0.583 7.437 0.00
H 2.128 1.172 6.280 0.00
H 0.603 2.066 6.506 0.00
H 0.224 -2.569 5.000 0.00
H 1.881 -1.930 5.140 0.00
H 0.828 -1.990 6.571 0.00
H 1.827 0.127 3.353 0.00
H 3.071 2.873 3.268 0.00
H 1.936 4.246 3.406 0.00
H 2.107 3.086 4.745 0.00
H -0.116 2.202 0.397 0.00
H 1.305 3.197 0.724 0.00
H 1.533 1.461 0.525 0.00
H -1.741 2.863 2.772 0.00
H -1.164 2.841 4.460 0.00
H -0.677 4.161 3.373 0.00